1.
Computed, not measured: a single C6H10 molecule in a non-equilibrium geometry, with wB97M-V/def2-TZVPD.

Geometry (Å):
C1 -1.27533 -1.04646 2.86613
C2 -0.23145 -0.73455 1.87000
C3 -0.52197 -0.12140 0.45320
C4 0.33135 0.38180 -0.44333
C5 0.02146 0.61078 -1.80894
C6 1.22054 0.84672 -2.73904
H1 -1.58294 -2.07274 2.86201
H2 -2.00738 -0.38043 3.26178
H3 -0.23408 0.06962 2.65625
H4 0.74006 -1.30072 1.84149
H5 -1.57901 -0.15661 0.37577
H6 1.38679 0.55293 -0.18887
H7 -1.00493 0.57212 -2.14999
H8 2.01610 1.43652 -2.14055
H9 1.72044 -0.07036 -3.11503
H10 1.00035 1.41278 -3.60088

Calculated values
Kohn-Sham gap ... 5.055 eV
Charge ... 0
Highest occupied orbital energy ... -6.21 eV
Total energy ... -234.367961 a.u.

=====

2.
Computed, not measured: a single C6H10 molecule, with wB97M-V/def2-TZVPD.

Geometry (Å):
C1 1.88227 -0.29328 0.27338
C2 0.45290 0.08329 -0.03307
C3 -0.10892 1.45983 -0.20961
C4 -0.72899 0.54246 0.80855
C5 -1.63197 -0.49452 0.15252
C6 -0.47706 -0.87456 -0.80865
H1 2.02381 -0.71964 1.27683
H2 2.60903 0.51540 0.12838
H3 2.09731 -1.07670 -0.45574
H4 0.46741 2.28487 0.20560
H5 -0.62560 1.70211 -1.13958
H6 -0.74961 0.81555 1.86083
H7 -1.84771 -1.32031 0.83731
H8 -2.56575 -0.13926 -0.29519
H9 -0.62262 -0.60838 -1.86386
H10 -0.20440 -1.93568 -0.76707

Calculated values
SMILES ... C[C@@]12CC[C@@H]1C2
Kohn-Sham gap ... 10.510 eV
Charge ... 0
Highest occupied orbital energy ... -9.33 eV
Total energy ... -234.551760 a.u.

=====

3.
Computed, not measured: a single C6H10 molecule in a non-equilibrium geometry, with wB97M-V/def2-TZVPD.

Geometry (Å):
C1 -0.28634 -0.09800 1.82442
C2 -0.85654 -0.80019 0.39525
C3 -1.16393 0.23214 -0.71119
C4 0.23853 0.45802 -1.47831
C5 1.29237 0.26116 -0.35461
C6 0.57035 -0.57312 0.70817
H1 -0.78132 0.86323 1.89933
H2 0.07925 -0.39993 2.83711
H3 -1.28305 -1.80201 0.23070
H4 -2.08978 0.00934 -1.28771
H5 -1.32612 1.21406 -0.26042
H6 0.26305 1.47408 -1.90291
H7 0.44011 -0.23586 -2.31091
H8 1.67298 1.21512 0.04108
H9 2.16582 -0.33177 -0.65425
H10 1.06463 -1.48625 1.02426

Calculated values
SMILES ... C1C[C@@H]2C[C@@H]2C1
Kohn-Sham gap ... 10.536 eV
Charge ... 0
Highest occupied orbital energy ... -9.30 eV
Total energy ... -234.538905 a.u.

=====

4.
Computed, not measured: a single C6H10 molecule, with wB97M-V/def2-TZVPD.

Geometry (Å):
C1 -0.63865 -1.59897 -1.67728
C2 -1.02903 -1.07174 -0.29988
C3 -0.50823 0.29051 0.00106
C4 0.70209 1.95675 1.35985
C5 0.63488 0.60910 0.68225
C6 1.64909 -0.37807 0.57362
H1 -0.97180 -0.92149 -2.47162
H2 0.45219 -1.67099 -1.70162
H3 -1.07636 -2.58722 -1.84912
H4 -2.12287 -1.00628 -0.20950
H5 -0.65344 -1.74319 0.47666
H6 -1.14822 1.12901 -0.29415
H7 1.18989 1.83040 2.33130
H8 1.22141 2.73854 0.79319
H9 -0.32522 2.28101 1.55914
H10 2.62426 0.14264 0.72610

Calculated values
Kohn-Sham gap ... 7.741 eV
Charge ... 0
Highest occupied orbital energy ... -8.24 eV
Total energy ... -234.457779 a.u.

=====

5.
Computed, not measured: C6H10 as an isolated structure in a non-equilibrium geometry, with wB97M-V/def2-TZVPD.

Geometry (Å):
C1 0.44709 0.88424 1.60068
C2 -0.24450 0.73026 0.40867
C3 -1.08975 1.63943 -0.25230
C4 -0.81868 -1.39636 -0.95209
C5 0.15397 -0.55210 -0.32310
C6 1.56996 -0.90675 -0.40333
H1 1.02691 -1.18039 0.52706
H2 0.10783 1.70810 2.26718
H3 0.83435 0.04102 2.19092
H4 -1.45907 1.36511 -1.22909
H5 -1.52768 2.44747 0.35240
H6 -0.42875 -2.49907 -1.13462
H7 -1.58121 -1.65405 -0.18956
H8 1.68016 -1.46018 -1.27497
H9 -1.18542 -0.83590 -1.90705
H10 2.42436 -0.32443 -0.07340

Calculated values
Kohn-Sham gap ... 4.943 eV
Charge ... 0
Highest occupied orbital energy ... -5.74 eV
Total energy ... -234.366343 a.u.

=====

6.
Computed, not measured: a single C6H10 molecule in a non-equilibrium geometry, with wB97M-V/def2-TZVPD.

Geometry (Å):
C1 2.14679 0.21178 0.22027
C2 0.66302 0.13182 0.12465
C3 -0.20726 1.13221 -0.39819
C4 -1.55053 0.62956 -0.62443
C5 -1.60474 -0.70378 0.09441
C6 -0.12437 -1.14624 0.09215
H1 2.63015 -0.26449 -0.65007
H2 2.49327 1.25081 0.25438
H3 2.52908 -0.30145 1.11137
H4 0.15861 2.09487 -0.75521
H5 -0.59653 1.25969 0.67580
H6 -2.40050 1.30514 -0.64356
H7 -1.96590 -0.59336 1.13862
H8 -2.25396 -1.44191 -0.38507
H9 0.07859 -1.60608 -0.89941
H10 0.13161 -1.88428 0.86017

Calculated values
Kohn-Sham gap (alpha / beta) ... 7.945 / 7.332 eV
Charge ... 0
Highest occupied orbital energy (alpha / beta) ... -6.88 / -6.45 eV
Total energy ... -234.464162 a.u.